1.
55
Properties=species:S:1:pos:R:3 method="wB97M-V/def2-TZVPD" max_force_ev_per_a=7.9 spin_multiplicity=1 total_charge=+2 homo_energy_ev=-10.70
O -2.37 4.48 1.00
P -2.13 3.12 1.73
I -2.93 3.24 4.03
C -3.21 1.80 0.85
N -3.15 0.57 1.69
C -2.88 -0.65 0.85
C -2.24 0.04 -0.38
O -2.48 1.44 -0.33
H -1.95 4.50 0.13
H -4.21 2.06 0.49
H -3.94 0.54 2.35
H -2.29 0.64 2.28
H -2.11 -1.19 1.41
H -3.83 -1.28 0.73
H -1.19 -0.20 -0.57
H -2.73 -0.41 -1.25
O -6.03 7.73 1.04
S -5.04 6.66 1.13
O -5.20 6.00 2.42
O -3.71 7.24 0.98
O -5.23 5.66 0.07
C 4.04 -2.07 -0.38
C 2.76 -1.49 -0.94
C 2.20 -0.33 -0.11
C 1.81 -0.81 1.20
N 1.57 -1.26 2.24
H 3.88 -2.51 0.62
H 4.40 -2.87 -1.03
H 4.82 -1.31 -0.30
H 2.01 -2.28 -1.03
H 2.95 -1.13 -1.95
H 1.33 0.08 -0.62
H 2.92 0.48 -0.02
C 2.06 4.02 0.27
Cl 1.04 2.61 -0.17
Cl 3.75 3.57 0.22
H 1.89 4.82 -0.43
H 1.82 4.34 1.28
Be -4.58 -1.61 -0.87
C 2.65 -5.85 -1.32
C 2.01 -5.24 -2.59
C 2.69 -5.89 -3.82
O 2.26 -3.90 -2.61
H 3.73 -5.66 -1.28
H 2.20 -5.43 -0.42
H 2.51 -6.93 -1.29
H 0.96 -5.58 -2.59
H 3.76 -5.70 -3.84
H 2.25 -5.50 -4.74
H 2.54 -6.97 -3.81
Li -4.14 -2.25 -3.56
Cl 4.02 5.54 1.82
Li 3.96 -0.88 3.05
F -2.31 4.80 5.74
Ca -0.87 1.20 2.62

2.
42
Properties=species:S:1:pos:R:3 method="wB97M-V/def2-TZVPD" max_force_ev_per_a=0.6 spin_multiplicity=1 total_charge=-1 homo_energy_ev=-4.60
C -4.23 -2.01 0.38
C -4.22 -1.47 -1.06
C -3.00 -1.78 -1.90
Br -2.41 -3.64 -1.66
Sb -1.36 -0.23 -1.99
I -1.95 0.77 0.73
C 0.28 -1.55 -1.35
C 0.46 -2.04 0.09
C 1.76 -1.51 0.71
C 1.75 0.00 0.94
C 3.08 0.58 1.39
O 2.98 1.07 2.75
C 3.45 2.32 2.97
C 2.35 3.26 3.41
O 4.60 2.62 2.87
C 0.04 1.47 -2.42
O 0.15 2.40 -1.38
O 1.40 3.15 -1.60
H -4.84 -2.92 0.45
H -4.63 -1.27 1.07
H -3.23 -2.25 0.72
H -5.11 -1.84 -1.58
H -4.31 -0.38 -1.04
H -3.29 -1.76 -2.96
H -2.70 0.80 -2.45
H -1.08 -0.69 -3.66
H 0.16 -2.40 -2.03
H 1.16 -1.00 -1.68
H 0.50 -3.13 0.10
H -0.39 -1.75 0.71
H 1.96 -2.01 1.66
H 2.59 -1.76 0.04
H 1.42 0.51 0.03
H 1.00 0.25 1.69
H 3.40 1.40 0.75
H 3.88 -0.17 1.38
H 2.66 4.30 3.25
H 2.17 3.11 4.47
H 1.42 3.04 2.88
H -0.36 1.93 -3.33
H 1.03 1.05 -2.63
H 1.46 3.55 -0.72

3.
51
Properties=species:S:1:pos:R:3 method="wB97M-V/def2-TZVPD" max_force_ev_per_a=2.3 spin_multiplicity=1 total_charge=-1 homo_energy_ev=-7.74
Cl -0.36 0.84 0.31
O -0.75 0.61 -1.09
O 1.03 1.24 0.34
O -1.17 1.88 0.90
O -0.59 -0.43 0.96
Cl 4.73 0.58 -2.82
C 3.36 1.67 -2.36
C 2.10 1.17 -3.06
Cl 1.75 2.16 -4.50
H 3.75 2.66 -2.56
H 3.21 1.45 -1.30
H 1.22 1.26 -2.43
H 2.15 0.12 -3.32
Cl 2.96 -1.28 4.13
C 2.26 -0.89 2.50
C 2.17 -2.11 1.63
Cl 3.76 -2.80 1.26
H 2.86 -0.08 2.09
H 1.28 -0.45 2.70
H 1.70 -1.83 0.69
H 1.51 -2.88 2.03
Cl 1.71 4.81 -2.09
C 0.42 4.63 -0.84
C 0.97 4.78 0.55
Cl 1.39 6.44 0.96
H -0.01 3.65 -1.05
H -0.36 5.32 -1.15
H 1.82 4.12 0.74
H 0.17 4.41 1.20
Cl -6.20 -0.73 -2.23
C -5.12 -1.13 -0.86
C -3.68 -1.30 -1.33
Cl -3.49 -2.91 -2.03
H -5.57 -2.03 -0.46
H -5.12 -0.36 -0.08
H -2.91 -1.21 -0.58
H -3.45 -0.56 -2.10
Cl -3.88 -2.58 2.02
C -2.68 -1.87 3.13
C -1.38 -2.62 3.17
Cl -1.59 -4.20 4.01
H -3.10 -1.81 4.14
H -2.52 -0.82 2.88
H -0.57 -2.11 3.69
H -1.08 -2.88 2.16
C 1.55 -2.03 -1.85
O 0.32 -2.44 -1.28
H 1.71 -0.98 -1.57
H 2.37 -2.67 -1.51
H 1.48 -2.06 -2.94
H -0.14 -1.73 -0.82

4.
75
Properties=species:S:1:pos:R:3 method="wB97M-V/def2-TZVPD" max_force_ev_per_a=6.8 spin_multiplicity=1 total_charge=+1 homo_energy_ev=-12.49
Hf -1.20 -2.49 0.98
S -0.87 0.11 -0.43
O -0.20 -1.18 -0.55
O -1.54 -0.32 0.80
O 0.02 1.29 -0.25
O -1.77 0.35 -1.51
C -1.83 -0.94 -4.42
C -1.92 0.48 -4.99
O -2.01 0.87 -6.19
N -1.79 1.45 -3.89
H -2.41 2.24 -4.05
H -2.08 0.96 -3.06
C -0.34 1.98 -3.63
H -2.70 -1.10 -3.79
H -0.91 -1.05 -3.84
H -1.72 -1.67 -5.22
H 0.26 1.13 -3.29
H -0.55 2.65 -2.79
H 0.17 2.48 -4.44
C -0.88 5.86 0.44
C -0.57 4.57 1.09
O 0.38 4.36 1.79
N -1.51 3.45 0.66
H -2.04 3.68 -0.16
H -0.74 2.87 0.34
C -2.31 2.81 1.87
H -1.72 6.36 0.91
H -1.06 5.65 -0.62
H -0.03 6.49 0.70
H -3.10 2.20 1.43
H -2.83 3.62 2.37
H -1.55 2.28 2.45
C 3.49 2.72 1.50
C 3.63 2.21 0.07
O 4.49 2.61 -0.68
N 2.62 1.11 -0.40
H 2.76 0.36 0.25
H 1.64 1.34 -0.26
C 2.87 0.58 -1.84
H 4.02 3.62 1.82
H 3.76 1.88 2.15
H 2.48 3.04 1.76
H 3.91 0.27 -1.80
H 2.65 1.33 -2.60
H 2.18 -0.26 -1.90
C 2.55 -1.23 4.07
F 3.69 -0.56 4.19
F 2.67 -2.51 3.95
F 1.84 -0.98 5.22
S 1.75 -0.65 2.38
O 2.83 -0.93 1.43
O 0.54 -1.45 2.11
O 1.44 0.78 2.49
C 1.71 -6.04 -0.72
F 0.33 -6.18 -0.90
F 1.91 -6.93 0.27
F 2.42 -6.41 -1.72
S 1.90 -4.29 -0.05
O 2.95 -4.43 0.99
O 2.29 -3.47 -1.24
O 0.59 -3.81 0.45
P -2.03 -0.73 4.59
F -0.67 0.16 4.35
F -2.13 -0.19 6.12
F -2.82 0.58 3.90
F -3.34 -1.71 4.79
F -1.74 -1.43 3.13
F -1.12 -1.96 5.12
P -2.44 -3.98 -1.72
F -3.94 -4.48 -1.42
F -2.74 -2.53 -1.04
F -2.04 -4.52 -0.23
F -0.86 -3.53 -1.69
F -2.03 -5.45 -2.36
F -2.67 -3.40 -3.22

5.
55
Properties=species:S:1:pos:R:3 method="wB97M-V/def2-TZVPD" max_force_ev_per_a=4.6 spin_multiplicity=1 total_charge=-2 homo_energy_ev=0.79
K 2.66 -0.73 -2.17
S 6.30 -0.66 -6.01
O 7.27 0.31 -6.40
O 6.57 -1.11 -4.63
O 4.97 -0.16 -6.21
O 6.29 -1.81 -6.87
C 0.92 -6.93 -6.14
F 2.30 -7.11 -6.28
F 0.28 -6.99 -7.31
F 0.37 -7.89 -5.26
S 0.64 -5.15 -5.61
O 1.07 -5.04 -4.23
O 1.51 -4.35 -6.52
O -0.80 -4.81 -5.78
O -0.10 -0.45 2.40
P -1.39 -1.01 2.85
N -2.53 -0.78 1.60
C -2.96 -1.86 0.74
C -2.71 0.58 1.10
N -2.09 -0.23 4.22
C -1.23 0.10 5.44
C -3.49 -0.37 4.57
N -1.53 -2.74 3.06
C -2.70 -3.46 3.49
C -0.45 -3.40 3.63
H -2.31 -2.73 0.66
H -3.01 -1.42 -0.26
H -3.96 -2.10 1.09
H -3.52 0.56 0.38
H -1.90 1.01 0.51
H -2.99 1.16 1.98
H -1.41 1.14 5.69
H -1.32 -0.51 6.34
H -0.19 0.07 5.13
H -4.07 0.05 3.75
H -3.92 -1.33 4.85
H -3.77 0.28 5.39
H -3.61 -3.10 2.99
H -2.63 -4.54 3.40
H -2.90 -3.18 4.53
H 0.45 -3.17 3.05
H -0.64 -4.47 3.71
H -0.26 -3.10 4.66
O 2.34 5.14 -1.80
C 2.02 6.24 -1.37
O 0.76 6.57 -1.08
C 0.66 7.95 -0.72
C 2.09 8.42 -0.43
C 2.91 7.46 -1.22
H -0.20 8.16 -0.08
H 0.47 8.43 -1.67
H 2.42 8.47 0.61
H 2.31 9.38 -0.89
H 3.85 7.24 -0.72
H 3.14 7.95 -2.17

6.
53
Properties=species:S:1:pos:R:3 method="wB97M-V/def2-TZVPD" max_force_ev_per_a=3.4 spin_multiplicity=1 total_charge=0 homo_energy_ev=-9.89 smiles="O=P(O)(O)OC[C@H]1O[C@@H](OP(=O)(O)O)[C@H](O)[C@@H](O)[C@@H]1O.CNC(=O)CNC(C)=O"
O 2.92 -1.79 -5.37
P 2.23 -2.24 -4.16
O 3.42 -2.08 -3.17
O 1.82 -3.76 -4.28
O 0.90 -1.38 -3.80
C 0.99 -0.47 -2.69
C 0.03 -0.86 -1.55
O -1.31 -0.55 -1.94
C -2.29 -0.87 -0.94
O -3.53 -0.37 -1.41
P -4.13 0.84 -0.52
O -3.80 2.16 -1.07
O -5.69 0.70 -0.43
O -3.52 0.92 0.95
C -2.31 -2.39 -0.76
O -3.31 -2.83 0.17
C -0.94 -2.78 -0.19
O -0.87 -4.20 0.00
C 0.19 -2.34 -1.13
O 1.43 -2.53 -0.43
H 4.01 -1.64 -3.81
H 2.61 -4.13 -4.68
H 0.73 0.53 -3.04
H 2.00 -0.40 -2.28
H 0.29 -0.24 -0.69
H -1.99 -0.44 0.02
H -5.91 1.56 -0.07
H -2.63 1.27 0.77
H -2.48 -2.86 -1.73
H -3.20 -3.79 0.31
H -0.82 -2.29 0.78
H 0.07 -4.47 0.02
H 0.16 -2.97 -2.02
H 1.43 -2.08 0.43
C -1.61 3.37 2.63
N -0.24 3.12 2.19
C 0.13 2.12 1.38
O -0.68 1.31 0.94
C 1.63 1.96 1.09
N 2.47 1.80 2.29
C 2.79 2.79 3.12
C 3.70 2.44 4.27
O 2.38 3.94 2.98
H -1.62 4.15 3.40
H -2.04 2.46 3.04
H -2.22 3.70 1.78
H 0.50 3.73 2.53
H 1.77 1.10 0.44
H 1.96 2.85 0.54
H 2.85 0.89 2.48
H 3.26 1.63 4.85
H 3.82 3.31 4.91
H 4.67 2.14 3.88

Table of calculated total energy (eV), in record order: -116830.2771 -104663.5898 -159777.2909 -144192.3473 -92176.5362 -62025.1117